Record 1
83
Properties=species:S:1:pos:R:3:lowdin_charge:R:1 method="wB97M-V/def2-TZVPD" total_charge=+1 gap_ev=6.1 e_tot_ha=-2666.932997 smiles="[H]/N=C(/N)NCCCCc1cc2c(CCCCl)c(-c3cccnc3)c(B(N)O)c(COc3ccccc3)c2c([C@H](Cl)CC)[nH+]1" spin_multiplicity=1 e_lumo_ev=-4.650 fmax_ev_per_a=5.74
H 0.544 -1.628 3.469 0.16
C 0.088 -0.538 -0.339 0.00
C -2.465 0.687 -3.006 -0.24
C 1.580 -0.582 1.886 -0.05
C 3.852 4.179 2.287 -0.01
H 2.549 -1.022 3.832 0.11
C 0.901 -0.025 -5.302 -0.09
C 2.195 1.014 -1.815 0.07
H 4.674 0.970 -0.513 0.16
H -2.149 -1.435 -2.126 0.10
C -4.157 -3.481 0.841 -0.23
O 4.262 1.075 -3.501 0.10
H -4.674 1.301 -2.771 0.09
C 2.806 -0.410 2.873 -0.59
C 2.978 4.932 3.354 -0.07
H 3.510 5.514 4.185 0.09
C 0.111 2.373 -4.510 0.01
H 0.071 1.653 -8.209 0.11
C -0.777 -1.689 1.860 -0.12
H 4.384 -1.093 1.309 0.10
C 0.695 4.229 2.191 -0.06
H -3.129 -3.534 0.326 0.10
C 3.840 1.316 0.221 -0.14
H -3.915 -4.397 2.738 0.09
H -4.137 -1.219 0.666 0.05
H -0.125 3.189 -3.754 0.11
C 1.424 4.979 3.334 -0.07
H 4.132 0.112 -3.348 0.10
H -3.196 -0.584 2.831 0.13
B 3.234 1.831 -2.812 -0.49
H -2.020 -1.685 -0.076 0.08
H 4.246 1.068 1.239 0.08
H 3.971 -2.351 2.576 0.12
O 3.937 2.792 0.155 -0.12
C -1.544 -0.604 -2.627 -0.14
H 5.006 -0.603 4.432 0.08
C -3.913 0.597 -2.289 -0.51
C 5.415 -0.818 3.372 -0.13
H -6.253 -4.412 3.587 0.07
N 0.459 -1.320 2.477 0.12
N -6.291 -5.356 3.152 0.05
Cl -3.677 1.155 -0.534 0.50
C -1.907 -2.480 2.717 -0.13
H -1.940 -3.583 2.430 0.12
Cl 3.064 1.242 3.603 0.68
H -4.320 -0.471 -2.352 0.09
H 0.999 2.959 0.287 0.09
H -0.453 4.204 2.075 0.10
H 1.324 -1.056 -4.992 0.12
H 6.205 -1.653 3.421 0.09
H -4.978 -3.567 0.035 0.13
N -4.269 -4.618 1.799 -0.01
C -5.605 -5.242 1.819 -0.45
H 5.900 0.126 2.940 0.08
C 0.644 0.934 -4.122 -0.13
C 4.158 -1.216 2.428 -0.24
C 0.231 1.415 -7.104 -0.09
N 3.045 3.310 -2.994 0.13
H -2.662 0.696 -4.145 0.13
H 4.989 4.188 2.311 0.10
C -4.287 -2.021 1.490 -0.20
H -3.892 -2.048 3.693 0.12
C 0.901 0.578 -2.579 -0.04
H -5.372 -1.852 1.863 0.13
N 0.708 0.139 -6.697 0.02
H -5.576 -5.602 -0.046 0.04
H 3.900 3.787 -2.671 0.08
H -5.642 -5.916 3.749 0.08
H 0.819 5.556 4.109 0.09
H -1.507 -2.451 3.806 0.12
H -1.197 -1.041 -3.643 0.12
C -0.214 -0.196 -1.846 -0.05
C -3.325 -1.730 2.742 -0.19
H -0.395 3.539 -6.460 0.10
C 2.495 0.712 -0.298 -0.04
C 1.404 -0.128 0.425 0.01
C -0.043 2.518 -6.061 -0.04
H -1.943 1.666 -2.715 0.10
H 2.849 3.517 -3.988 0.08
C 3.108 3.420 1.118 -0.24
C 1.564 3.497 1.135 -0.02
C -1.042 -1.346 0.392 0.08
N -6.215 -5.746 0.756 0.12


Record 2
77
Properties=species:S:1:pos:R:3:lowdin_charge:R:1 method="wB97M-V/def2-TZVPD" de_lowest_kcal_mol=52.16 s_squared=0.832 total_charge=+1 gap_ev="5.9 / 6.8" e_tot_ha=-3069.291161 spin_multiplicity=2 e_lumo_ev="-4.676 / -3.849" fmax_ev_per_a=0.82
H 2.297 1.809 1.066 0.05
H -2.604 0.479 -3.071 0.11
C 1.502 1.504 0.389 -0.23
C 0.001 4.652 -1.449 -0.09
H -3.173 -4.731 -2.755 -0.01
H 0.139 6.188 -2.937 0.11
C 2.219 -1.045 -0.585 -0.26
V 0.613 -0.319 0.348 0.48
C -1.624 3.456 2.752 -0.09
H -0.432 -6.373 -1.931 0.01
H -1.888 -0.870 1.283 0.06
C -3.569 -0.632 -0.014 -0.15
C 0.167 4.311 -0.105 -0.25
C 3.093 -2.047 -2.614 -0.06
H 3.053 -0.240 1.929 0.06
C 4.370 -1.910 -2.160 -0.01
H 2.901 -2.474 -3.590 0.11
C -3.319 -5.191 -1.778 -0.35
N -1.187 0.138 -0.461 -0.30
H -2.087 -7.169 0.221 0.01
H -2.793 4.133 4.415 0.11
H -1.449 -1.736 -1.340 0.06
I 0.631 -2.291 1.994 0.50
C -2.121 3.370 4.044 -0.06
C -1.441 -0.692 -1.665 -0.19
H -2.094 2.020 -0.939 0.10
C -0.135 -5.375 -1.611 -0.34
H 0.086 -4.766 -2.486 -0.01
H -2.521 -6.195 1.649 0.00
C -3.872 -0.002 -1.371 -0.17
C 0.615 5.294 0.782 -0.09
H 6.771 -1.541 -1.050 0.12
H -3.038 -1.219 -2.965 0.12
C 5.147 -0.369 1.678 -0.06
C 6.215 -0.720 0.834 -0.06
H -3.294 -6.274 -1.893 0.00
C 2.015 -1.616 -1.817 -0.10
C -1.809 -6.315 0.836 -0.34
C -2.244 -0.122 0.572 -0.16
H 1.011 -1.755 -2.207 0.08
H -2.411 0.801 1.122 0.11
C 0.732 6.896 -1.002 -0.07
H 0.754 -5.445 -0.986 0.00
C 4.633 -1.365 -0.881 -0.15
H 5.201 -2.231 -2.776 0.12
H -0.615 -0.554 -2.367 0.11
H -4.830 -0.366 -1.742 0.12
H 0.747 5.051 1.831 0.11
Si -0.060 2.567 0.517 0.67
C -0.871 1.350 4.400 -0.06
H -4.359 -0.403 0.701 0.13
C 5.958 -1.228 -0.406 -0.02
C 3.854 -0.487 1.247 -0.08
H -0.349 3.919 -2.167 0.09
C -1.103 1.589 -0.790 -0.19
C -1.754 2.313 4.866 -0.06
H -3.979 1.078 -1.253 0.11
H -1.916 4.290 2.123 0.11
H 5.351 -0.015 2.680 0.11
C -0.367 1.450 3.113 -0.12
H -0.571 1.689 -1.741 0.10
H 0.959 7.895 -1.352 0.11
H -4.290 -4.894 -1.384 -0.01
H -0.815 -6.471 1.252 0.00
H 1.235 7.326 1.040 0.11
C 0.278 5.935 -1.894 -0.07
H 7.235 -0.601 1.175 0.11
H -2.144 2.247 5.873 0.11
H -3.536 -1.718 -0.125 0.09
C -0.748 2.486 2.259 -0.27
C 0.894 6.576 0.338 -0.07
H 0.365 0.715 2.785 0.03
H 1.889 1.582 -0.635 0.06
C 3.548 -0.950 -0.057 -0.19
Sb -1.748 -4.574 -0.423 1.19
C -2.758 -0.346 -2.375 -0.14
H -0.562 0.527 5.032 0.11


Record 3
79
Properties=species:S:1:pos:R:3:lowdin_charge:R:1 method="wB97M-V/def2-TZVPD" de_lowest_kcal_mol=5.92 total_charge=+3 gap_ev=7.9 e_tot_ha=-2248.572707 spin_multiplicity=1 e_lumo_ev=-9.764 fmax_ev_per_a=1.65
C -0.183 -4.063 2.554 -0.09
C -3.153 -2.464 -1.073 -0.06
H 1.130 -1.402 -1.388 -0.04
C -2.199 -0.344 1.400 -0.37
C 1.004 -6.126 2.227 -0.01
C -2.679 2.336 1.069 0.00
H -1.004 2.230 -0.260 0.11
H -0.017 -2.960 -2.336 0.09
P 1.674 -0.194 1.147 0.99
H 2.213 0.962 -2.536 0.09
H -3.864 -0.353 2.751 0.14
H 2.371 -2.371 0.779 0.11
C 1.227 1.131 -2.955 -0.11
H 1.562 2.294 2.980 0.07
C 1.282 -0.781 2.835 -0.50
C 0.357 0.128 3.658 -0.08
C 1.753 2.519 1.936 -0.07
C -1.263 1.563 -3.959 -0.17
H -0.315 0.743 3.055 0.06
H 1.991 1.923 -4.780 0.14
H 0.938 0.796 4.289 0.09
H -3.748 -2.796 -4.387 0.13
H 3.118 -1.935 3.207 0.08
C 2.259 -1.419 -1.146 -0.13
H -0.670 -3.365 3.226 0.11
C -1.087 -2.804 -2.299 -0.11
C -0.162 1.906 -4.741 0.06
C 2.715 -1.441 0.319 -0.50
H 3.198 -0.251 3.769 0.09
C -3.495 1.592 1.922 0.02
N -1.421 0.367 0.547 -0.10
H -4.308 2.066 2.455 0.14
C -3.186 -2.735 -3.464 -0.01
H 0.352 -5.397 4.138 0.13
C 2.528 1.417 1.208 -0.48
H 3.686 2.732 -0.033 0.11
H 0.804 2.743 1.438 0.07
C -1.668 1.697 0.409 -0.12
H 3.454 1.163 -0.776 0.05
H 1.486 -6.639 0.199 0.13
H 2.240 -1.431 4.640 0.10
H -0.296 2.330 -5.727 0.15
H 3.419 1.161 1.797 0.13
H 2.355 3.428 1.906 0.11
C -1.053 1.029 -2.699 -0.09
H -2.520 -2.216 2.144 0.15
C 0.449 -4.772 0.321 -0.07
C 4.241 -1.353 0.413 -0.05
H 2.720 -0.622 -1.726 0.07
C 0.390 -5.211 3.074 -0.03
P -0.838 -2.367 0.454 0.90
H 4.590 -1.386 1.443 0.09
N 0.169 0.813 -2.187 -0.06
H -4.935 -2.450 -2.252 0.13
H 0.762 -1.718 2.635 0.05
N -1.885 -1.674 1.572 -0.06
H 4.687 -2.202 -0.107 0.11
H -3.693 -2.314 -0.148 0.11
C 1.031 -5.909 0.855 -0.03
C -2.617 1.721 -4.410 -0.15
C -3.254 0.246 2.089 0.03
H 2.113 2.333 -0.709 0.07
C -0.154 -3.836 1.173 -0.34
H -1.288 -3.036 -4.419 0.13
H 4.630 -0.446 -0.046 0.08
H -0.251 -0.486 4.322 0.10
H 2.471 -2.374 -1.637 0.13
H 0.436 -4.641 -0.752 0.10
H -1.908 0.757 -2.090 0.12
H 1.449 -7.022 2.639 0.13
C -1.757 -2.615 -1.073 -0.34
C -1.805 -2.870 -3.483 -0.04
Ir 0.087 -0.549 -0.431 0.98
C 1.102 1.680 -4.216 0.02
H -2.830 3.395 0.922 0.14
N -3.707 1.800 -4.757 0.23
C 2.967 1.923 -0.166 -0.08
C 2.547 -1.117 3.641 -0.06
C -3.857 -2.539 -2.261 -0.02